The following is a DFT calculation (ωB97M-V with the def2-TZVPD basis set) of a 3-piece molecular cluster, C17H47ClN6O9P4 overall in a non-equilibrium geometry.

Output
**SMILES string**: CCC(=O)OCCO[P@](=O)(O)OP(O)Cl.CN(C)P(=O)(N(C)C)N(C)C.CN(C)P(=O)(N(C)C)N(C)C
**Total charge**: 0

Geometry as XYZ:
```
84
Properties=species:S:1:pos:R:3:forces:R:3
C 7.798 -1.176 0.227 0.0 0.6 0.2
C 8.299 -0.508 1.520 -0.3 -0.1 -0.7
C 7.227 0.327 2.175 0.7 0.0 0.1
O 7.182 0.526 3.347 -0.3 0.0 0.7
O 6.311 0.857 1.313 -0.3 -0.3 -0.4
C 4.972 0.551 1.703 -0.4 -0.7 0.6
C 4.121 0.399 0.456 0.4 0.8 -0.7
O 2.723 0.668 0.700 1.0 -1.0 0.2
P 1.834 -0.424 1.419 -3.2 1.2 0.6
O 0.501 0.139 1.651 0.2 0.1 -0.2
O 2.471 -0.853 2.812 1.0 -0.1 -0.6
O 1.713 -1.741 0.504 1.7 -0.1 1.5
P 2.488 -3.190 0.787 -0.4 -1.4 -1.7
O 3.988 -2.758 1.251 -0.1 0.4 0.2
Cl 1.705 -4.013 2.494 0.0 0.7 0.1
H 6.746 -1.441 0.340 0.1 -0.3 0.0
H 8.382 -2.058 -0.021 0.0 0.0 -0.1
H 7.829 -0.445 -0.580 0.1 -0.2 -0.2
H 9.135 0.167 1.326 0.1 -0.1 -0.1
H 8.644 -1.265 2.220 -0.1 0.2 0.3
H 4.976 -0.404 2.235 0.0 0.0 0.1
H 4.533 1.270 2.398 0.2 0.4 -0.2
H 4.465 1.139 -0.267 -0.3 0.1 0.0
H 4.237 -0.570 -0.025 0.0 -0.1 0.2
H 2.402 -0.071 3.383 -0.1 -0.3 0.2
H 4.592 -3.227 0.658 0.0 0.1 0.1
O -1.961 -5.501 0.207 2.8 1.7 1.1
P -2.635 -4.167 0.131 -5.9 -1.8 -2.0
N -3.902 -4.439 1.276 0.4 0.2 0.3
C -5.136 -3.682 1.359 -0.1 0.4 0.0
C -3.453 -4.801 2.617 0.2 -0.4 0.0
N -3.234 -4.295 -1.487 0.1 -0.1 -0.1
C -4.649 -4.236 -1.791 -0.1 0.5 0.0
C -2.588 -5.295 -2.329 0.1 -0.2 0.1
N -2.829 -2.442 0.120 3.1 -0.1 0.3
C -2.343 -1.723 -1.081 -0.2 0.1 -0.3
C -2.104 -1.820 1.266 -0.6 -0.1 0.5
H -5.001 -2.659 1.739 0.0 0.0 0.0
H -5.819 -4.195 2.040 0.1 -0.1 0.1
H -5.656 -3.625 0.409 0.1 0.1 0.0
H -3.171 -3.925 3.219 -0.1 0.0 0.0
H -2.595 -5.470 2.568 0.0 0.0 -0.1
H -4.246 -5.328 3.152 -0.1 0.0 -0.1
H -5.210 -5.067 -1.343 0.0 0.0 0.0
H -4.797 -4.267 -2.872 0.1 -0.1 0.0
H -5.085 -3.288 -1.470 0.0 -0.1 0.1
H -2.951 -6.310 -2.128 0.1 0.0 0.0
H -1.510 -5.288 -2.194 0.0 -0.1 0.1
H -2.782 -5.062 -3.380 -0.1 0.1 0.0
H -1.307 -1.968 -1.328 0.0 0.1 0.0
H -2.408 -0.649 -0.899 0.1 0.0 0.2
H -2.964 -1.929 -1.946 0.0 -0.2 0.0
H -1.028 -1.998 1.224 0.0 0.2 -0.1
H -2.478 -2.208 2.215 0.0 -0.1 -0.1
H -2.271 -0.745 1.275 0.0 0.0 -0.1
O -1.602 2.816 -2.853 -2.9 -0.1 0.6
P -1.485 3.763 -1.711 5.5 1.2 0.4
N -0.984 5.209 -2.491 -0.5 0.0 -0.1
C -0.391 6.353 -1.827 -0.1 0.2 0.3
C -1.850 5.654 -3.579 0.0 -0.3 -0.3
N -0.178 3.044 -0.855 0.1 -0.1 -0.3
C 1.027 3.779 -0.530 -0.1 0.3 0.4
C 0.161 1.676 -1.231 0.0 -0.2 -0.2
N -2.098 4.503 -0.270 -2.2 -1.5 -0.6
C -2.173 3.642 0.932 0.3 0.0 0.3
C -3.471 5.025 -0.489 0.2 0.6 -0.2
H -1.101 6.921 -1.209 0.0 0.0 0.0
H 0.001 7.036 -2.585 -0.1 -0.1 -0.1
H 0.458 6.084 -1.208 -0.1 -0.1 0.1
H -2.725 6.216 -3.220 0.1 0.1 0.0
H -2.206 4.805 -4.159 0.0 -0.1 0.1
H -1.296 6.304 -4.260 0.1 0.0 0.1
H 1.580 4.098 -1.424 0.0 0.0 0.0
H 1.686 3.153 0.075 0.0 -0.1 -0.1
H 0.808 4.649 0.092 0.0 0.0 -0.1
H 0.757 1.632 -2.153 -0.1 0.0 0.0
H -0.733 1.076 -1.376 0.0 0.1 -0.1
H 0.728 1.216 -0.421 -0.2 0.3 -0.1
H -2.713 2.710 0.750 0.0 0.0 0.1
H -2.686 4.190 1.724 -0.1 0.1 -0.1
H -1.186 3.400 1.311 0.1 -0.1 -0.2
H -4.180 4.232 -0.745 -0.1 0.0 0.1
H -3.480 5.762 -1.293 0.1 -0.1 0.0
H -3.826 5.532 0.407 0.1 0.0 0.1
```
Positions in Å, forces in eV/Å.

The following is a DFT calculation (ωB97M-V with the def2-TZVPD basis set) of a 8-piece molecular cluster, C17H48ClO11 overall in a non-equilibrium geometry.

Output
**Total charge**: -1

Geometry as XYZ:
```
77
Properties=species:S:1:pos:R:3:forces:R:3
Cl 39.888 -5.937 -6.012 0.3 0.2 -0.3
O 39.962 -6.870 -7.114 -0.2 -0.1 0.2
O 41.230 -5.548 -5.651 -0.1 0.0 0.1
O 39.148 -4.766 -6.424 0.0 0.1 -0.1
O 39.215 -6.529 -4.878 0.1 -0.3 0.1
C 36.678 -7.324 -8.909 -0.3 -0.6 0.4
C 37.147 -5.910 -9.125 0.5 0.7 -0.2
C 36.579 -5.315 -10.412 -0.1 -0.2 -0.3
O 36.793 -5.071 -8.029 -0.1 -0.2 -0.1
H 37.115 -7.761 -8.006 0.2 0.1 -0.1
H 36.930 -7.966 -9.758 0.0 0.1 0.0
H 35.592 -7.362 -8.757 0.1 0.2 -0.2
H 38.243 -5.895 -9.234 -0.1 -0.1 0.1
H 36.700 -4.234 -10.429 0.0 0.0 0.1
H 35.521 -5.569 -10.551 0.0 0.2 0.2
H 37.096 -5.702 -11.299 0.0 -0.1 0.2
H 37.536 -5.044 -7.401 -0.1 0.0 -0.1
C 39.738 -8.352 -11.803 0.6 -0.1 -0.1
C 40.075 -9.565 -10.945 -0.2 0.3 0.4
C 39.928 -9.260 -9.460 -0.1 -0.3 0.0
O 39.291 -10.700 -11.313 0.1 -0.1 -0.2
H 38.708 -8.027 -11.644 -0.1 0.0 -0.1
H 39.925 -8.569 -12.858 -0.3 0.0 0.0
H 40.398 -7.521 -11.542 -0.1 0.0 0.1
H 41.113 -9.867 -11.104 -0.1 0.0 -0.3
H 40.256 -10.129 -8.884 0.0 0.1 0.0
H 38.887 -9.064 -9.190 0.1 0.1 -0.1
H 40.519 -8.394 -9.163 0.0 0.0 0.0
H 38.365 -10.433 -11.331 0.0 0.0 0.1
C 43.886 -2.038 -3.913 0.2 -0.9 0.2
C 42.568 -2.650 -4.404 0.7 0.9 -0.4
C 41.654 -2.989 -3.278 -0.6 -0.7 0.3
O 41.887 -1.684 -5.229 0.2 -0.3 0.0
H 44.330 -2.669 -3.129 -0.2 0.1 0.0
H 43.713 -1.048 -3.497 0.1 0.2 -0.1
H 44.639 -2.049 -4.706 -0.2 0.5 -0.1
H 42.798 -3.538 -4.997 -0.2 -0.1 0.0
H 42.195 -3.503 -2.482 0.0 0.1 0.0
H 40.886 -3.681 -3.630 -0.1 0.2 0.0
H 41.171 -2.100 -2.873 0.1 0.1 0.0
H 42.339 -1.656 -6.079 -0.1 -0.1 0.0
C 40.459 -10.426 -5.279 -0.2 0.0 -0.3
C 39.651 -9.852 -4.139 -0.5 -0.1 0.4
C 39.199 -10.889 -3.127 -0.4 -0.3 0.2
O 40.410 -8.867 -3.442 -0.1 0.3 -0.1
H 39.860 -11.072 -5.930 -0.1 0.1 0.1
H 41.294 -11.025 -4.914 0.1 0.2 0.0
H 40.803 -9.585 -5.881 0.2 -0.2 -0.1
H 38.741 -9.370 -4.525 0.2 0.0 -0.2
H 38.712 -11.748 -3.605 0.2 0.1 -0.1
H 38.452 -10.469 -2.448 0.2 0.1 0.0
H 40.023 -11.267 -2.516 0.1 0.1 -0.2
H 40.202 -8.019 -3.870 0.2 -0.1 0.1
C 37.134 -7.282 -2.161 0.0 -0.3 0.1
C 38.166 -6.794 -1.153 -0.2 0.3 -0.2
C 38.605 -5.376 -1.489 0.3 -0.1 0.1
O 37.654 -6.893 0.189 0.3 -0.2 -0.1
H 37.325 -6.878 -3.154 0.0 0.0 0.0
H 36.134 -6.979 -1.833 0.0 0.0 -0.1
H 37.170 -8.371 -2.222 -0.2 0.0 0.0
H 39.018 -7.474 -1.201 0.1 0.1 0.2
H 37.736 -4.713 -1.538 0.1 0.0 -0.1
H 39.121 -5.371 -2.452 -0.2 0.0 0.0
H 39.309 -4.988 -0.749 -0.1 0.0 0.1
H 36.798 -6.454 0.223 0.0 0.1 -0.1
C 43.521 -9.031 -6.612 0.4 0.0 0.5
O 43.869 -10.201 -5.846 -0.2 0.4 -0.3
H 44.438 -8.573 -6.991 -0.1 0.0 -0.2
H 42.865 -9.287 -7.441 0.0 -0.2 0.0
H 43.016 -8.295 -5.984 -0.1 0.0 -0.1
H 43.795 -9.939 -4.926 0.0 -0.2 0.0
C 42.960 -5.054 -9.057 0.3 -0.2 -0.3
O 42.052 -4.163 -8.482 -0.4 0.3 0.3
H 43.568 -5.573 -8.312 0.0 -0.1 0.1
H 42.467 -5.798 -9.697 0.1 0.0 0.1
H 43.640 -4.470 -9.681 -0.1 0.0 0.0
H 41.449 -4.648 -7.899 0.2 0.1 0.0
```
Positions in Å, forces in eV/Å.

The following is a DFT calculation (ωB97M-V with the def2-TZVPD basis set) of a 5-piece molecular cluster, C17H48FN2O4P2 overall in a non-equilibrium geometry.

Output
**Total charge**: +1

Geometry as XYZ:
```
74
Properties=species:S:1:pos:R:3:forces:R:3
C 4.502 3.057 4.001 -0.8 0.9 -0.5
P 3.239 2.495 2.709 2.5 -2.7 -0.4
C 3.919 3.124 1.084 -0.4 1.8 -0.1
N 1.611 3.251 3.082 0.1 1.1 0.5
C 0.582 2.336 2.451 -1.8 -1.1 -0.4
C -0.770 3.025 2.068 -0.5 -0.7 0.4
C -1.586 3.564 3.323 0.2 0.2 -1.5
F -2.087 4.821 2.925 0.4 -0.5 0.7
P 1.468 4.977 2.627 0.3 2.5 -2.5
N 1.435 5.245 1.065 0.1 -0.4 1.7
H 5.487 3.207 3.489 -0.9 -0.1 0.4
H 4.591 2.259 4.768 -0.2 0.7 -0.5
H 4.152 4.036 4.417 0.7 -0.8 0.1
H 3.138 3.056 0.289 0.6 -0.1 0.6
H 4.842 2.576 0.771 -0.9 0.0 0.7
H 4.214 4.209 1.139 -0.2 -1.0 -0.1
H 1.514 3.167 4.105 0.1 0.0 -0.3
H 1.027 1.758 1.600 -0.2 0.8 0.7
H 0.343 1.557 3.224 0.5 0.7 -0.6
H -1.417 2.215 1.634 0.8 0.6 0.2
H -0.687 3.795 1.260 0.1 -0.4 0.9
H -0.942 3.667 4.232 -0.7 0.1 -0.5
H -2.482 2.937 3.514 0.8 0.3 0.2
H 0.319 5.498 3.283 0.4 -0.8 0.3
H 2.620 5.614 3.206 -0.7 -0.8 0.4
H 2.257 5.814 0.850 -0.2 -0.3 -0.3
C 0.023 -0.955 0.008 0.3 0.1 0.0
C 1.036 -1.674 0.886 -0.8 -0.2 0.0
C 0.538 -3.048 1.297 0.2 -0.1 0.2
O 1.293 -0.885 2.054 0.4 0.4 0.1
H -0.919 -0.805 0.545 0.0 -0.2 0.0
H 0.390 0.037 -0.272 0.0 -0.1 -0.1
H -0.184 -1.518 -0.903 -0.1 0.1 0.0
H 1.983 -1.772 0.350 0.1 0.1 0.2
H -0.389 -2.969 1.876 -0.1 0.1 -0.2
H 1.269 -3.547 1.934 0.0 0.0 -0.2
H 0.350 -3.677 0.425 0.0 0.0 0.0
H 0.463 -0.792 2.534 -0.1 -0.3 -0.1
C -1.729 2.405 -2.379 0.2 0.1 0.2
C -1.476 1.060 -3.044 -0.6 0.2 -0.1
C -2.123 0.992 -4.416 0.1 0.0 -0.2
O -1.994 0.015 -2.220 0.3 -0.1 0.2
H -2.801 2.572 -2.236 0.0 0.0 -0.1
H -1.267 2.436 -1.388 0.1 0.0 -0.1
H -1.327 3.224 -2.978 0.0 0.0 0.0
H -0.400 0.893 -3.135 -0.1 -0.2 0.1
H -3.207 1.111 -4.340 0.1 0.1 0.0
H -1.943 0.019 -4.877 0.1 0.1 0.0
H -1.732 1.769 -5.077 0.0 0.0 0.0
H -2.944 0.151 -2.133 0.0 0.0 -0.2
C 3.458 -7.026 3.250 -0.2 -0.1 0.0
C 3.686 -6.309 1.929 0.5 0.0 0.5
C 5.153 -6.340 1.529 0.0 0.0 -0.3
O 3.250 -4.953 2.039 -0.3 0.0 -0.3
H 4.019 -6.543 4.056 0.1 0.0 -0.1
H 2.404 -6.988 3.530 0.0 0.0 -0.1
H 3.766 -8.072 3.191 0.0 0.0 0.0
H 3.083 -6.778 1.149 -0.1 0.2 0.0
H 5.771 -5.834 2.277 -0.1 -0.1 0.1
H 5.304 -5.814 0.584 0.0 -0.1 0.0
H 5.511 -7.366 1.418 0.0 0.0 0.0
H 3.775 -4.528 2.726 0.0 -0.1 0.0
C -6.578 0.038 -6.492 0.1 0.2 -0.2
C -5.567 -0.684 -5.617 -0.7 -0.1 0.1
C -6.069 -2.061 -5.211 0.2 -0.2 0.1
O -5.307 0.093 -4.446 0.3 0.1 0.1
H -7.520 0.187 -5.956 0.0 -0.1 0.0
H -6.210 1.028 -6.768 0.0 -0.1 0.0
H -6.783 -0.524 -7.405 0.0 0.0 0.0
H -4.620 -0.782 -6.153 0.1 0.1 0.2
H -6.994 -1.982 -4.632 0.0 0.1 -0.1
H -5.337 -2.564 -4.575 0.0 0.0 -0.1
H -6.258 -2.686 -6.086 0.0 0.0 0.0
H -6.135 0.187 -3.963 0.0 0.0 -0.1
```
Positions in Å, forces in eV/Å.

Number 1: E_LUMO 0.08 eV. Number 2: E_LUMO 2.65 eV. Number 3: E_LUMO -2.96 eV.